Model w:
A 5-piece molecular cluster, H10O5 overall. Source: the OMol25 dataset; level of theory: ωB97M-V/def2-TZVPD.

As for the SMILES: O.O.O.O.O. For the frontier orbital gap, the calculation gives 10.1 eV.

```
! wB97M-V def2-TZVPD RIJCOSX def2/J DEFGRID3
* xyz 0 1
H 1.141 0.562 1.154
H 1.797 2.063 1.132
H -1.904 -2.101 1.243
H -1.337 -3.247 1.885
H -0.257 2.951 -1.276
H 0.779 2.488 -2.280
H 1.403 -3.306 1.948
H 2.227 -2.403 2.735
H -1.767 2.836 -3.134
H -2.000 2.025 -1.937
O 1.493 1.332 0.597
O -1.102 -2.508 1.282
O -0.098 2.251 -2.016
O 1.765 -3.188 2.837
O -2.068 1.880 -2.884
*
```

Mulliken atomic charge list, values in e, 6 entries: 0.321 0.313 0.273 0.322 0.324 0.280

Model x:
A 5-piece molecular cluster, H10O5 overall. Source: the OMol25 dataset; level of theory: ωB97M-V/def2-TZVPD.

As for the SMILES: O.O.O.O.O. For the frontier orbital gap, the calculation gives 11.1 eV.

```
! wB97M-V def2-TZVPD RIJCOSX def2/J DEFGRID3
* xyz 0 1
H -0.821 1.662 0.338
H -0.090 2.994 0.307
H -3.186 1.056 -0.771
H -4.376 0.319 -1.364
H 4.021 0.116 -0.342
H 5.187 -0.423 0.471
H -0.025 -1.306 -1.513
H 0.590 -1.522 -0.140
H -0.444 -0.802 1.244
H -1.801 -1.107 1.858
O 0.064 2.045 0.366
O -3.659 0.218 -0.727
O 4.978 0.184 -0.249
O 0.557 -1.900 -1.026
O -0.994 -1.533 1.548
*
```

Mulliken atomic charge list, values in e, 6 entries: 0.301 0.306 0.295 0.313 0.321 0.319

Order from most stable to least stable according to the calculation: model x, model w

Model w:
A 5-piece molecular cluster, H10O5 overall. Source: the OMol25 dataset; level of theory: ωB97M-V/def2-TZVPD.

As for the SMILES: O.O.O.O.O. For the frontier orbital gap, the calculation gives 11.5 eV.

```
! wB97M-V def2-TZVPD RIJCOSX def2/J DEFGRID3
* xyz 0 1
O -1.374 0.703 -2.296
O -1.557 0.962 2.749
O 0.724 -1.515 0.805
O 0.936 -1.579 -2.359
O 1.027 1.531 0.891
H -0.994 0.686 -1.406
H -1.365 1.040 3.697
H 0.474 -2.453 0.629
H 1.555 -0.848 -2.371
H 1.910 1.931 0.793
H -1.126 -0.119 -2.758
H -1.002 1.659 2.391
H 1.101 -1.693 1.690
H 0.299 -1.224 -1.723
H 1.048 0.582 0.971
*
```

Mulliken atomic charge list, values in e, 6 entries: -0.646 -0.634 -0.606 -0.602 -0.614 0.329

Model x:
A 5-piece molecular cluster, H10O5 overall. Source: the OMol25 dataset; level of theory: ωB97M-V/def2-TZVPD.

As for the SMILES: O.O.O.O.O. For the frontier orbital gap, the calculation gives 9.8 eV.

```
! wB97M-V def2-TZVPD RIJCOSX def2/J DEFGRID3
* xyz 0 1
H -1.479 0.115 -0.003
H -1.497 -0.195 1.358
H 2.019 -0.861 2.069
H 1.022 -0.786 1.138
H -2.341 -1.759 -1.557
H -2.289 -1.938 -0.053
H 3.099 0.307 -0.779
H 2.600 -1.047 -0.468
H -0.293 1.622 -0.120
H 0.600 2.685 -0.118
O -2.110 0.031 0.656
O 1.935 -0.729 1.107
O -2.108 -1.232 -0.688
O 2.461 -0.367 -1.094
O -0.359 2.529 -0.165
*
```

Mulliken atomic charge list, values in e, 6 entries: 0.259 0.296 0.315 0.247 0.254 0.312

Model y:
A 5-piece molecular cluster, H10O5 overall. Source: the OMol25 dataset; level of theory: ωB97M-V/def2-TZVPD.

As for the SMILES: O.O.O.O.O. For the frontier orbital gap, the calculation gives 10.3 eV.

```
! wB97M-V def2-TZVPD RIJCOSX def2/J DEFGRID3
* xyz 0 1
O 1.980 0.603 -0.516
H 1.689 1.507 -0.678
H 2.730 0.644 0.075
O -1.892 1.600 -1.073
H -1.341 0.922 -0.550
H -2.151 1.013 -1.852
O -0.605 -1.811 -2.070
H -0.635 -1.375 -1.246
H 0.221 -2.282 -1.928
O -0.397 -0.269 0.152
H 0.467 0.114 -0.045
H -0.297 -0.570 1.076
O 0.154 -0.395 2.728
H 0.431 0.454 2.377
H -0.355 -0.154 3.548
*
```

Mulliken atomic charge list, values in e, 6 entries: -0.701 0.341 0.326 -0.699 0.461 0.322

Model z:
A 5-piece molecular cluster, H10O5 overall. Source: the OMol25 dataset; level of theory: ωB97M-V/def2-TZVPD.

As for the SMILES: O.O.O.O.O. For the frontier orbital gap, the calculation gives 12.1 eV.

```
! wB97M-V def2-TZVPD RIJCOSX def2/J DEFGRID3
* xyz 0 1
O 1.738 -1.000 -0.677
O -0.322 -2.468 0.172
O -2.071 -0.411 0.316
O -0.852 1.945 0.657
O 1.502 1.740 -0.626
H 2.428 -1.639 -0.510
H -0.783 -2.761 -0.591
H -2.628 -0.185 1.053
H -1.274 2.769 0.467
H 2.120 1.971 0.055
H 0.867 -1.389 -0.339
H -0.846 -1.727 0.519
H -1.505 0.381 0.161
H -0.021 1.977 0.149
H 1.647 0.796 -0.806
*
```

Mulliken atomic charge list, values in e, 6 entries: -0.736 -0.740 -0.728 -0.726 -0.734 0.288

Order from most stable to least stable according to the calculation: model z, model y, model w, model x

Model w:
A 5-piece molecular cluster, H10O5 overall. Source: the OMol25 dataset; level of theory: ωB97M-V/def2-TZVPD.

As for the SMILES: O.O.O.O.O. For the frontier orbital gap, the calculation gives 10.3 eV.

```
! wB97M-V def2-TZVPD RIJCOSX def2/J DEFGRID3
* xyz 0 1
O 2.139 0.518 0.080
H 2.911 0.226 -0.406
H 1.930 1.374 -0.294
O -2.509 0.812 0.566
H -2.640 1.707 0.253
H -3.392 0.450 0.636
O 2.203 -1.641 -1.994
H 2.965 -2.155 -2.262
H 2.384 -0.757 -2.315
O -0.742 -0.752 -0.737
H -1.353 -0.224 -0.222
H 0.082 -0.267 -0.702
O -0.944 0.160 2.503
H -1.653 -0.102 3.090
H -1.379 0.651 1.805
*
```

Mulliken atomic charge list, values in e, 6 entries: -0.615 0.278 0.328 -0.668 0.304 0.288

Model x:
A 5-piece molecular cluster, H10O5 overall. Source: the OMol25 dataset; level of theory: ωB97M-V/def2-TZVPD.

As for the SMILES: O.O.O.O.O. For the frontier orbital gap, the calculation gives 11.1 eV.

```
! wB97M-V def2-TZVPD RIJCOSX def2/J DEFGRID3
* xyz 0 1
O 1.665 2.335 -1.889
H 1.292 2.871 -2.600
H 1.525 2.857 -1.090
O 1.099 -2.599 -0.773
H 1.784 -2.860 -0.146
H 0.686 -3.428 -1.041
O -2.764 -1.106 0.156
H -1.931 -0.606 0.094
H -2.924 -1.435 -0.735
O -0.105 0.199 0.211
H -0.019 0.735 -0.591
H 0.653 -0.403 0.180
O -0.330 0.927 3.068
H -0.133 0.640 2.159
H -0.498 1.872 2.996
*
```

Mulliken atomic charge list, values in e, 6 entries: -0.653 0.326 0.328 -0.616 0.317 0.310

Order from most stable to least stable according to the calculation: model x, model w

Model w:
A 5-piece molecular cluster, H10O5 overall. Source: the OMol25 dataset; level of theory: ωB97M-V/def2-TZVPD.

As for the SMILES: O.O.O.O.O. For the frontier orbital gap, the calculation gives 10.8 eV.

```
! wB97M-V def2-TZVPD RIJCOSX def2/J DEFGRID3
* xyz 0 1
O 2.363 1.334 -0.051
H 2.081 1.432 -0.968
H 1.895 2.028 0.427
O -0.518 0.060 2.621
H -0.624 0.457 1.735
H 0.340 0.365 2.930
O -0.740 1.068 -0.060
H -1.414 0.474 -0.427
H -0.733 1.827 -0.653
O 1.852 -1.628 -0.289
H 1.701 -0.686 -0.118
H 1.029 -2.055 -0.027
O -2.151 -1.346 -1.502
H -2.017 -2.212 -1.903
H -3.065 -1.118 -1.712
*
```

Mulliken atomic charge list, values in e, 6 entries: -0.657 0.316 0.297 -0.636 0.373 0.313

Model x:
A 5-piece molecular cluster, H10O5 overall. Source: the OMol25 dataset; level of theory: ωB97M-V/def2-TZVPD.

As for the SMILES: O.O.O.O.O. For the frontier orbital gap, the calculation gives 11.1 eV.

```
! wB97M-V def2-TZVPD RIJCOSX def2/J DEFGRID3
* xyz 0 1
O 0.555 2.821 -0.618
H 0.216 1.918 -0.478
H 0.661 3.193 0.262
O -0.822 -1.729 2.735
H 0.045 -1.693 3.156
H -1.285 -0.940 3.041
O -1.537 -2.969 0.200
H -1.313 -2.781 1.123
H -2.433 -2.639 0.087
O 0.305 0.021 -0.121
H 1.083 -0.315 -0.580
H -0.060 -0.741 0.350
O 1.371 1.594 -3.096
H 1.755 2.148 -3.783
H 1.458 2.111 -2.279
*
```

Mulliken atomic charge list, values in e, 6 entries: -0.678 0.409 0.297 -0.654 0.323 0.315

Model y:
A 5-piece molecular cluster, H10O5 overall. Source: the OMol25 dataset; level of theory: ωB97M-V/def2-TZVPD.

As for the SMILES: O.O.O.O.O. For the frontier orbital gap, the calculation gives 11.6 eV.

```
! wB97M-V def2-TZVPD RIJCOSX def2/J DEFGRID3
* xyz 0 1
H -0.698 -0.214 1.481
H -1.148 -1.738 1.379
H -5.307 -1.921 -0.962
H -4.959 -0.485 -0.876
H 3.003 -2.011 -0.797
H 3.982 -0.783 -0.962
H -1.538 3.695 -0.454
H -0.415 3.114 0.372
H 3.494 0.192 0.214
H 2.661 0.512 -0.987
O -0.410 -1.051 1.125
O -4.677 -1.275 -0.479
O 3.612 -1.457 -0.329
O -1.285 2.876 0.038
O 2.876 0.862 -0.156
*
```

Mulliken atomic charge list, values in e, 6 entries: 0.319 0.326 0.327 0.305 0.317 0.319

Order from most stable to least stable according to the calculation: model x, model w, model y